[1]
Formula: C13H44F6FeN22O17S2
Source: OMol25
Level of theory: ωB97M-V/def2-TZVPD

Structure (XYZ):
```
105
Properties=species:S:1:pos:R:3:mulliken_spin:R:1
Fe 0.94948 -1.30015 5.36027 4.86
C 0.78181 0.09979 -0.96338 0.01
F 1.36238 1.21281 -0.50865 0.00
F 0.19390 0.31032 -2.10867 0.00
F 1.64398 -0.98178 -1.01327 0.00
S -0.69573 -0.27409 0.23324 0.05
O -0.05625 -0.70291 1.50493 0.03
O -1.37530 1.03209 0.45941 -0.02
O -1.55898 -1.32982 -0.41700 -0.01
C -5.41179 -0.23452 7.69834 -0.01
F -5.72235 0.75287 6.89418 0.00
F -6.06988 -0.03309 8.85982 0.00
F -5.57551 -1.45130 7.23973 0.00
S -3.45817 0.00090 8.13424 -0.12
O -3.29404 1.39654 8.60850 0.41
O -3.18350 -1.09370 9.05609 0.29
O -2.67247 -0.17022 6.92376 0.46
C 7.16247 0.75656 0.38477 0.00
O 6.39442 1.76502 0.31203 0.00
N 7.23259 -0.14762 -0.63442 0.00
N 7.99528 0.34203 1.29065 0.00
H 7.91803 -0.88552 -0.55858 0.00
H 6.57229 -0.20910 -1.39621 0.00
H 7.86495 0.77204 2.19520 0.00
H 8.68754 -0.38354 1.17056 0.00
C -7.58566 -3.36828 -0.72169 0.10
O -8.78829 -3.40926 -0.92313 -0.02
N -7.01907 -2.95960 0.33321 0.01
N -6.69264 -3.74338 -1.61260 -0.03
H -7.74540 -2.74679 1.00197 -0.01
H -6.02935 -2.78180 0.42778 -0.01
H -6.95172 -4.19100 -2.48014 0.00
H -5.72720 -3.48755 -1.46238 -0.01
C 2.99578 3.49971 4.85972 0.00
O 2.63838 2.37243 4.94937 0.03
N 4.07119 3.90780 5.27838 0.00
N 2.36670 4.47424 4.33006 0.00
H 4.34873 4.87374 5.37858 0.00
H 4.72039 3.18587 5.55668 0.00
H 1.48837 4.20083 3.91304 0.00
H 2.85624 5.32147 4.07977 0.00
C 5.07449 1.15666 -6.11207 0.00
O 5.16620 0.08701 -5.51364 0.00
N 5.70552 1.36157 -7.18519 0.00
N 4.15056 2.01395 -5.88203 0.00
H 5.54496 2.31001 -7.49302 0.00
H 6.46112 0.79296 -7.53996 0.00
H 4.11024 2.88951 -6.38389 0.00
H 3.64426 1.94957 -5.01047 0.00
C -2.33656 -5.21377 5.86820 0.00
O -1.39828 -4.51983 5.83803 0.02
N -2.94594 -5.59878 6.99433 0.00
N -2.95822 -5.62090 4.82569 0.00
H -3.66831 -6.30147 6.92722 0.00
H -2.64243 -5.06277 7.79475 0.00
H -2.70344 -5.21522 3.93653 0.00
H -3.86977 -6.03051 4.97197 0.00
C -4.03779 4.92237 3.59241 0.05
O -4.73867 5.70584 4.17966 -0.01
N -3.07200 5.27469 2.87155 -0.01
N -4.39909 3.75032 3.22145 0.03
H -2.84634 6.25190 2.75214 0.00
H -2.60428 4.51445 2.39892 0.00
H -5.25106 3.28894 3.50670 -0.01
H -3.84980 3.28038 2.51608 -0.03
C 1.71963 7.03067 -0.93012 0.00
O 1.37317 6.30599 -1.77201 0.00
N 1.30216 8.21580 -0.74369 0.00
N 2.68204 6.79010 -0.11280 0.00
H 0.49784 8.41818 -1.32008 0.00
H 1.36223 8.55130 0.20705 0.00
H 3.34169 6.02545 -0.12919 0.00
H 2.92715 7.64263 0.37012 0.00
C 4.44091 -4.67073 3.39310 0.00
O 3.98838 -3.62683 3.90645 0.02
N 5.07239 -5.69409 3.94623 0.00
N 4.59286 -4.75668 2.06411 0.00
H 5.24012 -6.46775 3.31899 0.00
H 5.15209 -5.64938 4.95209 0.00
H 5.15186 -5.52958 1.73207 0.00
H 4.26850 -4.04467 1.42542 0.00
C 3.24346 -5.90853 -5.46097 0.00
O 4.29811 -6.11621 -4.89941 0.00
N 2.94332 -4.67868 -5.88743 0.00
N 2.43563 -6.86920 -5.73497 0.00
H 3.53102 -3.96608 -5.47890 0.00
H 2.00234 -4.40051 -6.12673 0.00
H 1.48012 -6.75929 -6.04316 0.00
H 2.85786 -7.74971 -5.47703 0.00
C -5.52725 2.01282 -3.43966 1.56
O -4.47880 1.97017 -4.00739 0.08
N -6.49991 1.14813 -3.55073 -0.03
N -5.62547 2.71779 -2.35931 1.02
H -7.30549 1.24774 -2.94971 -0.27
H -6.65463 0.61750 -4.39607 -0.02
H -6.37867 2.62088 -1.69342 -0.32
H -4.80991 3.18047 -1.98392 -0.10
C -1.65665 0.42791 -9.20859 0.00
O -2.60826 1.17196 -9.24419 0.00
N -1.04117 -0.07930 -10.22784 0.00
N -1.08733 0.24487 -8.10730 0.00
H -1.37418 0.27631 -11.11257 0.00
H -0.21127 -0.65441 -10.25281 0.00
H -0.10935 0.02460 -7.98428 0.00
H -1.70348 0.60151 -7.39086 0.00
```

Results
maximum force = 11.5 eV Å⁻¹
⟨S²⟩ = 20.035
orbital gap (spin up / spin down) = 2.27 / 2.43 eV
charge = 0
multiplicity = 9
HOMO level (spin up / spin down) = -2.93 / -7.85 eV

***

[2]
Formula: C13H44O9
Source: OMol25
Level of theory: ωB97M-V/def2-TZVPD

Structure (XYZ):
```
66
Properties=species:S:1:pos:R:3:lowdin_charge:R:1
C -24.89517 6.84068 4.70304 -0.08
C -23.78904 7.27986 5.61586 -0.32
O -22.62564 6.47674 5.51444 -0.09
H -24.55752 6.76359 3.67139 0.06
H -25.79129 7.45978 4.74050 0.08
H -25.18383 5.82671 5.00336 0.06
H -24.06185 7.36423 6.67205 0.10
H -23.52617 8.31026 5.35484 0.11
H -22.74660 5.60626 5.92271 0.03
C -19.95977 0.85561 5.61678 -0.07
C -19.89379 2.35398 5.33268 -0.26
O -20.19479 2.56369 3.93279 -0.11
H -20.83126 0.38077 5.16935 0.06
H -20.01033 0.65436 6.68967 0.07
H -19.05818 0.34025 5.28483 0.07
H -18.90948 2.78713 5.51947 0.12
H -20.61094 2.93904 5.91512 0.10
H -19.66238 3.31647 3.66348 0.09
C -22.42075 5.27503 2.41917 -0.09
C -21.83082 4.63757 1.17697 -0.32
O -22.79361 3.98946 0.34776 -0.07
H -23.19087 4.59128 2.78218 0.07
H -22.82858 6.26986 2.25304 0.07
H -21.66981 5.39084 3.20140 0.07
H -21.06178 3.91370 1.46480 0.10
H -21.31283 5.41884 0.61170 0.11
H -22.64352 3.05471 0.49835 0.07
C -26.10839 5.50449 8.38581 -0.08
C -27.03002 5.15276 9.54135 -0.31
O -27.04501 3.73215 9.72374 -0.09
H -26.06176 6.58764 8.25774 0.07
H -26.43492 5.09134 7.43113 0.07
H -25.09654 5.13803 8.56156 0.06
H -28.03213 5.51669 9.29586 0.11
H -26.69743 5.58698 10.48812 0.11
H -27.77052 3.53834 10.32391 0.08
C -23.57022 0.80005 8.68887 -0.07
C -23.70793 1.68221 9.89383 -0.29
O -23.28457 3.00237 9.55526 -0.10
H -22.54821 0.65970 8.32514 0.07
H -24.15663 1.15790 7.84224 0.07
H -23.87199 -0.22816 8.90182 0.08
H -23.14299 1.30573 10.75315 0.11
H -24.74548 1.79132 10.22842 0.11
H -23.28403 3.55324 10.34155 0.10
C -29.24396 1.52212 4.31964 -0.11
C -28.21224 2.50162 4.78718 -0.31
O -27.38479 1.85776 5.77547 -0.12
H -28.82178 0.74867 3.67381 0.07
H -30.01431 1.98669 3.68884 0.07
H -29.80591 1.05039 5.12435 0.08
H -28.67259 3.37335 5.24991 0.11
H -27.52521 2.77387 3.98098 0.11
H -26.75809 1.31338 5.27202 0.02
C -23.74684 3.25077 5.94809 -0.14
O -23.20860 4.10119 6.94144 -0.14
H -24.80372 3.03866 6.14814 0.08
H -23.84881 3.69631 4.95580 0.07
H -23.13784 2.34866 5.87214 0.07
H -23.06282 3.62739 7.77170 0.05
O -22.68258 1.26493 3.42955 -0.05
H -21.92352 1.81011 3.69878 0.01
H -22.49254 0.99786 2.52514 0.06
O -25.27694 0.80828 4.21059 -0.06
H -25.68497 0.51823 3.38827 0.05
H -24.33233 0.92936 3.99419 0.00
```

Results
maximum force = 1.6 eV Å⁻¹
SMILES string = CCO.CCO.CCO.CCO.CCO.CCO.CO.O.O
orbital gap = 9.78 eV
charge = 0
HOMO level = -9.46 eV